--- one ---
Below is C10H11NO2S in the gas phase, with properties calculated with ωB97M-V with the def2-TZVPD basis set.

Calculated values
SMILES: COc1ccccc1OCCN=C=S
LUMO, hartree: 0.0257
Frontier orbital gap, eV: 9.49

CARTESIAN COORDINATES (ANGSTROEM)
1 S 1.54 4.13 0.51
2 C 1.70 3.03 -0.64
3 N 1.92 2.26 -1.51
4 O 0.12 0.70 1.70
5 O 0.61 -0.48 -0.92
6 C -2.33 -1.96 1.60
7 C -2.17 -2.53 0.31
8 C -1.52 -0.93 2.04
9 C -1.17 -2.02 -0.52
10 C -0.53 -0.40 1.22
11 C -0.35 -0.98 -0.08
12 C 1.56 0.57 1.81
13 C 1.33 1.28 -2.47
14 C 0.15 0.46 -1.88
15 H -3.21 -2.23 2.21
16 H -2.83 -3.34 -0.01
17 H -1.69 -0.45 2.99
18 H -1.05 -2.37 -1.53
19 H 2.01 0.57 0.81
20 H 1.98 1.46 2.31
21 H 1.84 -0.34 2.36
22 H 0.97 1.87 -3.35
23 H 2.08 0.59 -2.82
24 H -0.40 -0.05 -2.71
25 H -0.56 1.17 -1.44

Results of the Mulliken charge analysis, in e, for atoms 1 through 5:
1 S -0.346
2 C 0.406
3 N -0.293
4 O -0.356
5 O -0.401



--- two ---
Below is 2 unconnected molecules or ions with the total composition C10H11NO2S, with properties calculated with ωB97M-V with the def2-TZVPD basis set.

Calculated values
LUMO, hartree: -0.0021
Frontier orbital gap, eV: 8.62

CARTESIAN COORDINATES (ANGSTROEM)
1 C -2.76 1.50 1.41
2 C -2.69 2.34 0.22
3 C -1.65 0.85 1.93
4 C -1.37 2.51 -0.33
5 C -0.44 0.90 1.25
6 C -0.29 1.74 0.15
7 C 0.91 1.84 -0.54
8 C 2.89 -0.80 -0.05
9 C 1.77 -1.62 -0.27
10 C 3.99 -0.78 -1.02
11 N 1.64 2.00 -1.45
12 O 2.13 -0.02 2.28
13 O 2.49 2.01 -2.30
14 S 3.28 0.07 1.34
15 H -3.74 1.31 1.93
16 H -3.66 2.85 -0.19
17 H -1.81 0.20 2.70
18 H -1.13 3.14 -1.13
19 H 0.35 0.38 1.72
20 H 1.13 -1.68 0.56
21 H 2.03 -2.61 -0.60
22 H 1.28 -1.33 -1.26
23 H 3.76 -0.50 -1.99
24 H 4.33 -1.70 -1.16
25 H 4.85 -0.02 -0.87

Results of the Mulliken charge analysis, in e, for atoms 1 through 5:
1 C -0.157
2 C -0.565
3 C -1.039
4 C -0.549
5 C -0.026



Which structure is the least stable? The one labeled two.



--- one ---
Below is a molecular structure, CH3I2O2P, with properties calculated with ωB97M-V with the def2-TZVPD basis set.

Calculated values
LUMO (spin up / spin down), hartree: -0.0711 / -0.0711
Frontier orbital gap (spin up / spin down), eV: 6.87 / 6.87

CARTESIAN COORDINATES (ANGSTROEM)
1 C 0.04 -0.01 -0.06
2 O 1.74 0.69 -2.25
3 O 2.41 1.24 0.29
4 P 1.72 0.33 -0.86
5 I 4.28 1.73 0.15
6 I 3.74 -2.12 0.04
7 H -0.24 1.00 0.03
8 H -0.33 -0.51 -0.89
9 H 0.08 -0.80 0.75

Results of the Mulliken charge analysis, in e, for atoms 1 through 5:
1 C -0.777
2 O -0.532
3 O -0.434
4 P 0.708
5 I 0.374



--- two ---
Below is CH3I2O2P in the gas phase, with properties calculated with ωB97M-V with the def2-TZVPD basis set.

Calculated values
LUMO, hartree: -0.0633
Frontier orbital gap, eV: 7.65

CARTESIAN COORDINATES (ANGSTROEM)
1 C 0.64 -0.20 1.15
2 O -0.51 -1.61 -1.27
3 O -1.51 0.50 -0.06
4 P -0.20 -0.39 -0.55
5 I -2.46 1.01 -1.66
6 I 1.51 1.59 -2.05
7 H 0.03 -0.76 1.80
8 H 1.47 -0.84 1.07
9 H 1.03 0.71 1.57

Results of the Mulliken charge analysis, in e, for atoms 1 through 5:
1 C -0.999
2 O -0.528
3 O -0.457
4 P 0.698
5 I 0.301



Which structure is the least stable? The one labeled one.



--- one ---
Below is a molecular structure, H12LiO6, with properties calculated with ωB97M-V with the def2-TZVPD basis set.

Calculated values
Charge: +1
LUMO, hartree: -0.1297
Frontier orbital gap, eV: 10.90

CARTESIAN COORDINATES (ANGSTROEM)
1 Li -0.13 -0.10 -0.43
2 O 1.66 -1.09 0.18
3 H 2.39 -0.50 0.18
4 H 1.90 -1.73 -0.47
5 O -1.92 0.91 -0.41
6 H -1.96 1.29 -1.19
7 H -2.16 1.46 0.36
8 O -1.02 -1.87 1.17
9 H -0.76 -1.20 1.66
10 H -0.57 -2.76 1.14
11 O -0.73 0.41 2.11
12 H 0.20 0.59 2.03
13 H -1.03 0.33 3.12
14 O 0.09 -0.50 -2.42
15 H 0.74 -1.23 -2.77
16 H -0.23 -0.07 -3.25
17 O 1.03 1.72 -0.27
18 H 1.65 1.85 -1.03
19 H 0.88 2.52 0.29

Results of the Mulliken charge analysis, in e, for atoms 1 through 5:
1 Li 0.910
2 O -0.540
3 H 0.298
4 H 0.279
5 O -0.587



--- two ---
Below is a molecular structure, H12LiO6, with properties calculated with ωB97M-V with the def2-TZVPD basis set.

Calculated values
Charge: +1
LUMO, hartree: -0.1239
Frontier orbital gap, eV: 11.56

CARTESIAN COORDINATES (ANGSTROEM)
1 Li -0.05 -0.40 -0.29
2 O -0.02 -1.18 1.55
3 H 0.79 -1.66 1.68
4 H -0.69 -1.70 1.99
5 O -0.53 1.62 2.43
6 H -0.39 1.79 3.36
7 H -0.20 0.73 2.30
8 O 0.60 -2.19 -1.27
9 H 1.06 -2.17 -2.11
10 H 0.84 -3.04 -0.89
11 O -1.73 0.75 -0.03
12 H -2.10 1.20 -0.80
13 H -1.78 1.40 0.67
14 O -0.43 0.17 -2.61
15 H 0.19 0.78 -3.01
16 H -0.29 -0.66 -3.06
17 O 1.36 1.24 -0.13
18 H 2.30 1.24 0.05
19 H 1.06 2.09 0.19

Results of the Mulliken charge analysis, in e, for atoms 1 through 5:
1 Li 0.860
2 O -0.577
3 H 0.295
4 H 0.290
5 O -0.630



Which structure is the least stable? The one labeled one.



--- one ---
Below is a molecular structure, CH2F3N3, with properties calculated with ωB97M-V with the def2-TZVPD basis set.

Calculated values
LUMO, hartree: 0.0011
Frontier orbital gap, eV: 10.24

CARTESIAN COORDINATES (ANGSTROEM)
1 C 0.10 -0.28 -0.06
2 N 1.04 -0.97 -0.27
3 N 0.35 1.52 0.35
4 N -1.21 -0.29 -0.24
5 F 1.23 1.69 -0.73
6 F -1.92 0.18 0.93
7 F -1.83 -1.50 -0.45
8 H 1.13 -1.86 -0.66
9 H 1.12 1.53 1.15

Results of the Mulliken charge analysis, in e, for atoms 1 through 5:
1 C 0.418
2 N -0.351
3 N -0.275
4 N 0.200
5 F -0.192



--- two ---
Below is a molecular structure, CH2F3N3, with properties calculated with ωB97M-V with the def2-TZVPD basis set.

Calculated values
LUMO, hartree: 0.0097
Frontier orbital gap, eV: 10.30

CARTESIAN COORDINATES (ANGSTROEM)
1 C -0.41 -0.18 -0.13
2 N -0.98 -0.35 -1.24
3 N -0.52 -0.91 0.95
4 N 0.77 1.27 -0.14
5 F -0.84 0.61 -2.23
6 F 1.80 1.02 -1.05
7 F 1.37 1.07 1.09
8 H -1.20 -1.61 0.98
9 H 0.00 -0.90 1.76

Results of the Mulliken charge analysis, in e, for atoms 1 through 5:
1 C 0.706
2 N -0.426
3 N -0.328
4 N 0.102
5 F -0.138



Which structure is the least stable? The one labeled one.